Molecular formula: C4H12N2
Method: DFT, ωB97M-V/def2-TZVPD

Each line ends with the Löwdin charge.
Positions of all 18 atoms, in Å:
C  2.6649  -2.3557  -1.0563  -0.17
N  2.5112  -1.2990  -0.0371  -0.17
C  3.0250  0.0327  -0.5603  -0.13
H  1.6580  -2.3788  -1.4949  0.08
H  3.4144  -2.4200  -1.8547  0.07
H  2.9909  -3.2687  -0.5496  0.07
H  3.0207  -1.3431  0.8412  0.08
H  4.0105  0.3359  -0.2623  0.06
H  2.3149  0.7995  -0.2398  0.06
H  2.8825  -0.0260  -1.6183  0.05
C  -4.4560  1.2662  1.3389  -0.17
C  -2.4024  1.7457  0.3016  -0.09
N  -3.2447  2.0480  1.2057  -0.12
H  -4.9676  1.4025  0.3565  0.08
H  -5.1468  1.7998  2.0327  0.07
H  -4.2657  0.2196  1.6820  0.08
H  -1.6990  2.6247  0.1886  0.08
H  -2.3107  0.8166  -0.2742  0.07

**Electronic energy**: -269.00864 hartree
**Highest occupied orbital energy**: -8.93 eV
**Net charge**: 0
**Relative energy (zero: lowest compared OMol25 entry of this formula, charge and spin)**: 282.8 kJ/mol
**SMILES**: C=NC.CNC